A cluster of 16 separate species, C68H178N10O24 in total. Source: OMol25; level of theory: ωB97M-V/def2-TZVPD.

Atoms and positions in Å:
1 C 0.954 6.977 5.051
2 C 2.313 6.274 5.302
3 C 2.181 4.737 5.130
4 O 1.546 4.305 6.322
5 C 1.365 2.882 6.361
6 N 3.345 6.786 4.401
7 H 1.157 8.036 5.213
8 H 0.184 6.614 5.731
9 H 0.566 6.708 4.069
10 H 2.529 6.591 6.323
11 H 3.140 4.219 5.122
12 H 1.649 4.393 4.244
13 H 2.251 2.330 6.045
14 H 0.540 2.539 5.736
15 H 1.180 2.710 7.421
16 H 2.985 7.027 3.488
17 H 4.039 6.086 4.181
18 C 2.378 0.549 -7.555
19 C 2.483 2.003 -8.052
20 C 3.022 2.211 -9.483
21 O 4.381 2.461 -9.372
22 C 5.204 1.347 -9.651
23 N 1.041 2.473 -7.976
24 H 3.378 0.121 -7.482
25 H 1.858 -0.081 -8.276
26 H 1.999 0.439 -6.538
27 H 3.138 2.402 -7.278
28 H 2.562 3.089 -9.937
29 H 2.940 1.386 -10.190
30 H 6.181 1.437 -9.177
31 H 5.258 1.143 -10.720
32 H 4.862 0.383 -9.274
33 H 0.422 1.867 -8.495
34 H 0.817 3.393 -8.326
35 C 1.885 3.538 -3.745
36 C 2.950 3.989 -2.770
37 O 3.437 2.935 -1.876
38 H 1.086 2.891 -3.383
39 H 2.361 2.952 -4.532
40 H 1.466 4.459 -4.149
41 H 2.512 4.748 -2.122
42 H 3.812 4.509 -3.189
43 H 4.336 3.075 -1.572
44 C -3.870 -4.995 1.248
45 C -4.733 -6.267 1.583
46 O -4.110 -7.403 1.055
47 H -4.085 -4.236 2.000
48 H -4.242 -4.560 0.320
49 H -2.781 -5.014 1.207
50 H -5.762 -6.143 1.247
51 H -4.798 -6.507 2.645
52 H -4.698 -8.081 0.716
53 C 2.102 -3.993 5.255
54 C 1.257 -2.979 5.981
55 O 1.314 -3.194 7.368
56 H 1.891 -5.041 5.467
57 H 3.091 -3.961 5.711
58 H 2.219 -3.713 4.208
59 H 0.212 -3.013 5.674
60 H 1.678 -1.988 5.813
61 H 1.238 -4.135 7.544
62 C 6.784 -1.598 3.961
63 C 5.507 -2.330 4.538
64 O 5.277 -3.539 3.919
65 H 6.631 -1.177 2.968
66 H 7.660 -2.239 3.861
67 H 7.154 -0.857 4.670
68 H 4.646 -1.661 4.520
69 H 5.571 -2.460 5.618
70 H 5.296 -4.195 4.619
71 C 0.216 -1.993 -4.386
72 C 1.336 -2.814 -5.160
73 O 1.312 -2.292 -6.377
74 H -0.751 -2.478 -4.518
75 H 0.140 -0.923 -4.581
76 H 0.311 -2.154 -3.312
77 H 1.108 -3.880 -5.136
78 H 2.271 -2.589 -4.646
79 H 0.596 -2.623 -6.923
80 C 6.010 -3.216 -2.622
81 C 5.867 -1.722 -2.261
82 O 6.295 -1.646 -0.907
83 H 7.079 -3.380 -2.492
84 H 5.856 -3.345 -3.693
85 H 5.332 -3.825 -2.025
86 H 4.843 -1.402 -2.454
87 H 6.487 -1.140 -2.942
88 H 5.561 -2.028 -0.420
89 C 7.592 -7.591 1.695
90 O 6.219 -7.897 1.311
91 C 5.575 -6.786 0.657
92 C 6.176 -6.387 -0.684
93 N 5.307 -6.604 -1.893
94 C 5.004 -8.020 -2.246
95 C 6.071 -8.606 -3.198
96 O 5.816 -7.986 -4.473
97 C 6.846 -8.272 -5.482
98 H 8.061 -8.490 2.097
99 H 7.663 -6.856 2.497
100 H 8.245 -7.332 0.861
101 H 5.679 -5.905 1.291
102 H 4.500 -6.933 0.552
103 H 7.199 -6.720 -0.857
104 H 6.467 -5.342 -0.797
105 H 5.438 -6.001 -2.693
106 H 4.053 -8.031 -2.779
107 H 4.795 -8.589 -1.340
108 H 6.013 -9.693 -3.269
109 H 7.113 -8.406 -2.951
110 H 6.345 -8.821 -6.279
111 H 7.693 -8.803 -5.048
112 H 7.166 -7.278 -5.794
113 C -3.753 1.634 9.620
114 O -3.388 0.854 8.426
115 C -2.061 0.290 8.503
116 C -1.904 -1.058 9.256
117 N -3.010 -1.878 8.798
118 C -3.001 -3.192 9.447
119 C -4.175 -4.134 9.098
120 O -5.342 -3.598 9.643
121 C -5.594 -4.509 10.794
122 H -4.824 1.775 9.470
123 H -3.250 2.596 9.720
124 H -3.735 0.987 10.497
125 H -1.370 1.091 8.767
126 H -1.694 0.213 7.479
127 H -2.019 -0.818 10.313
128 H -1.021 -1.651 9.016
129 H -3.850 -1.317 8.822
130 H -2.881 -3.138 10.529
131 H -2.119 -3.815 9.300
132 H -3.945 -5.174 9.328
133 H -4.162 -4.003 8.016
134 H -5.966 -5.503 10.546
135 H -6.271 -4.100 11.544
136 H -4.640 -4.474 11.320
137 C 3.758 2.874 1.989
138 O 4.361 4.178 2.106
139 C 4.660 4.833 0.884
140 C 5.955 4.414 0.085
141 N 5.692 3.120 -0.488
142 C 6.830 2.557 -1.112
143 C 8.127 2.454 -0.251
144 O 7.701 2.221 1.172
145 C 8.486 1.376 2.067
146 H 2.682 2.747 2.105
147 H 4.212 2.263 2.769
148 H 4.018 2.255 1.129
149 H 4.769 5.895 1.104
150 H 3.709 4.893 0.356
151 H 6.756 4.563 0.809
152 H 6.108 5.067 -0.774
153 H 5.478 2.566 0.329
154 H 7.063 3.094 -2.031
155 H 6.553 1.551 -1.428
156 H 8.843 3.238 -0.495
157 H 8.592 1.588 -0.723
158 H 9.565 1.530 2.079
159 H 8.315 0.325 1.837
160 H 8.133 1.615 3.070
161 C 3.169 -0.652 1.332
162 O 2.070 0.058 0.791
163 C 2.023 0.301 -0.603
164 C 0.968 1.262 -1.008
165 N -0.245 1.237 -0.177
166 C -0.824 -0.114 -0.024
167 C -1.814 -0.024 1.097
168 O -1.108 0.343 2.340
169 C -0.707 -0.771 3.212
170 H 3.085 -0.663 2.419
171 H 3.995 -0.018 1.012
172 H 3.441 -1.644 0.971
173 H 1.770 -0.650 -1.071
174 H 2.986 0.607 -1.010
175 H 0.715 1.132 -2.061
176 H 1.363 2.276 -0.945
177 H 0.071 1.576 0.720
178 H -0.077 -0.839 0.301
179 H -1.273 -0.408 -0.973
180 H -2.328 -0.983 1.155
181 H -2.428 0.852 0.890
182 H -1.591 -1.196 3.688
183 H -0.158 -0.513 4.117
184 H -0.151 -1.576 2.731
185 C -5.687 4.775 3.156
186 O -5.946 4.188 1.941
187 C -5.322 2.918 1.903
188 C -5.954 2.100 0.835
189 N -5.168 0.842 0.545
190 C -5.141 -0.199 1.642
191 C -6.631 -0.657 1.818
192 O -6.745 -1.953 2.453
193 C -6.268 -2.049 3.717
194 H -4.632 4.905 3.395
195 H -6.053 4.141 3.964
196 H -6.288 5.660 3.365
197 H -5.464 2.323 2.805
198 H -4.263 2.993 1.659
199 H -6.201 2.671 -0.060
200 H -6.913 1.881 1.305
201 H -4.942 0.645 -0.420
202 H -4.648 0.015 2.591
203 H -4.518 -1.027 1.303
204 H -7.070 -0.741 0.824
205 H -7.145 0.053 2.466
206 H -5.185 -1.938 3.661
207 H -6.448 -2.998 4.222
208 H -6.607 -1.232 4.355
209 C -1.777 3.173 3.659
210 O -1.676 4.541 3.285
211 C -0.831 4.725 2.167
212 C -1.178 4.470 0.666
213 N -1.870 5.648 0.056
214 C -3.218 5.995 0.583
215 C -3.600 7.401 -0.011
216 O -3.886 7.046 -1.277
217 C -3.894 8.174 -2.079
218 H -2.085 3.091 4.702
219 H -0.909 2.530 3.517
220 H -2.608 2.796 3.063
221 H 0.098 4.242 2.468
222 H -0.685 5.783 2.384
223 H -1.686 3.519 0.828
224 H -0.316 4.176 0.066
225 H -1.874 5.715 -0.952
226 H -3.185 6.114 1.666
227 H -3.951 5.194 0.490
228 H -2.657 7.932 0.122
229 H -4.451 7.722 0.590
230 H -2.939 8.699 -2.090
231 H -4.721 8.842 -1.840
232 H -4.130 7.939 -3.117
233 C -8.286 5.261 -4.325
234 O -7.348 4.647 -3.424
235 C -6.103 5.402 -3.307
236 C -4.998 4.488 -2.574
237 N -3.858 4.290 -3.404
238 C -2.916 3.387 -2.685
239 C -1.673 3.081 -3.501
240 O -1.934 1.984 -4.383
241 C -1.467 2.047 -5.776
242 H -9.219 4.704 -4.239
243 H -8.011 4.977 -5.341
244 H -8.539 6.319 -4.249
245 H -6.368 6.200 -2.613
246 H -5.790 5.765 -4.286
247 H -5.432 3.569 -2.182
248 H -4.559 4.880 -1.657
249 H -4.037 3.986 -4.350
250 H -3.501 2.486 -2.502
251 H -2.756 3.763 -1.674
252 H -0.884 2.729 -2.837
253 H -1.288 3.963 -4.014
254 H -0.674 2.770 -5.970
255 H -2.342 2.254 -6.391
256 H -1.128 1.082 -6.154
257 C -6.366 -7.376 -8.620
258 O -6.389 -6.251 -7.753
259 C -6.582 -5.049 -8.566
260 C -5.244 -4.180 -8.526
261 N -4.617 -3.960 -7.225
262 C -4.990 -2.746 -6.459
263 C -4.079 -2.538 -5.184
264 O -4.277 -3.653 -4.261
265 C -4.590 -3.378 -2.894
266 H -5.616 -7.258 -9.402
267 H -7.298 -7.477 -9.176
268 H -6.287 -8.320 -8.080
269 H -7.398 -4.580 -8.015
270 H -7.046 -5.043 -9.552
271 H -5.443 -3.221 -9.004
272 H -4.505 -4.797 -9.037
273 H -4.691 -4.818 -6.697
274 H -6.043 -2.608 -6.213
275 H -5.017 -1.884 -7.126
276 H -4.428 -1.604 -4.742
277 H -3.005 -2.562 -5.363
278 H -5.551 -2.874 -2.790
279 H -3.847 -3.012 -2.186
280 H -4.706 -4.379 -2.477

Summary:
maximum force = 0.1000 hartree/bohr
calculated total energy = -5050.05813 hartree
spin multiplicity = 1
Kohn-Sham gap = 8.39 eV
LUMO energy = 0.013 Ha

Mulliken atomic charge list, values in e, 99 entries: C -0.95; C 0.25; C 0.21; O -0.45; C -0.52; N -0.70; H 0.39; H 0.38; H -0.05; H 0.19; H 0.47; H -0.14; H 0.34; H 0.07; H 0.26; H 0.27; H 0.28; C -1.42; C 0.59; C -0.66; O -0.39; C -0.78; N -0.53; H 0.43; H 0.35; H 0.16; H 0.17; H 0.30; H 0.37; H 0.29; H 0.35; H 0.30; H 0.25; H 0.24; C -0.06; C -0.67; O -0.04; H -0.39; H -0.03; H 0.43; H 0.30; H 0.51; H 0.51; C -0.48; C -0.38; O -0.54; H 0.10; H 0.00; H 0.40; H 0.33; H 0.28; H 0.30; C -1.10; C 0.08; O -0.57; H 0.41; H 0.28; H 0.29; H 0.19; H 0.12; H 0.30; C -0.97; C -0.27; O -0.40; H 0.02; H 0.35; H 0.39; H 0.14; H 0.48; H 0.26; C -0.53; C -0.41; O -0.45; H 0.12; H 0.19; H 0.26; H 0.37; H 0.17; H 0.30; C -1.14; C -0.27; O -0.42; H 0.31; H 0.45; H 0.30; H 0.08; H 0.48; H 0.22; C -0.64; O -0.40; C -0.51; C -0.38; N -0.24; C -0.97; C -0.39; O -0.33; C -0.68; H 0.29; H 0.22